1.
Entry from OMol25: an isolated ion of composition C5H9FIN4 and charge +1 (wB97M-V/def2-TZVPD).

The geometry in XYZ format:
```
20
Properties=species:S:1:pos:R:3:lowdin_charge:R:1
N -0.19559 0.04807 -1.46958 0.158
H 0.09028 -0.70391 -2.07098 0.190
H -1.22306 -1.04197 1.47533 0.065
H 2.31764 -2.14400 1.60758 0.042
H 1.89452 -0.53573 1.11143 0.044
H -1.61350 -1.90279 0.00866 0.135
C -0.67289 -0.02224 -0.22150 -0.273
C 1.49384 -1.45499 1.51775 -0.652
H 0.18614 1.74275 -2.67554 0.189
C -0.85144 -1.30528 0.49477 -0.137
I 0.78642 -1.11963 3.49873 0.847
N -0.74169 3.33963 -0.63964 0.117
H -1.06688 3.80397 0.19232 0.185
C 0.46206 -2.08281 0.59865 -0.293
F -0.34654 4.05960 -1.70527 0.059
C -0.61831 2.01860 -0.72193 -0.312
N -0.93992 1.17818 0.25316 0.239
H 0.24887 -3.09344 0.91977 0.116
N -0.15320 1.37772 -1.80146 0.176
H 0.94322 -2.16174 -0.37224 0.104
```

Computed properties:
HOMO-LUMO gap	9.0	eV
DFT total energy	-22100.6543	eV
lowest unoccupied orbital energy	-0.1200	hartree
structure (SMILES)	FNc1nc(CCCI)[nH][nH+]1
HOMO level	-12.29	eV
net charge	+1


2.
Entry from OMol25: one molecule with the formula C6H7NO2 in a non-equilibrium geometry (wB97M-V/def2-TZVPD).

The geometry in XYZ format:
```
16
Properties=species:S:1:pos:R:3:lowdin_charge:R:1
C -1.87261 1.42065 -0.62906 -0.023
C 1.78641 -1.44289 0.40718 -0.039
H -1.45985 -0.98727 0.59243 0.095
H 0.39727 -0.87413 2.12194 0.133
H -0.30266 -1.10473 -0.79620 0.181
O 1.28141 0.64375 0.79693 -0.128
N 0.37588 1.44623 0.06767 0.158
O 3.06145 -0.33816 -1.32568 0.185
H -2.55420 0.78450 -1.12756 0.080
C -0.60509 -0.55740 0.20825 -0.070
H -1.73173 2.22615 -1.32505 0.096
C -0.67871 0.86060 -0.13670 -0.417
H 1.62925 -2.43432 0.26108 0.080
H -2.47320 1.76052 0.16304 0.086
C 2.52061 -0.74557 -0.37465 -0.219
C 0.62576 -0.65793 1.09637 -0.198
```

Computed properties:
HOMO-LUMO gap	9.7	eV
ΔE to the lowest compared entry with this formula, charge and spin	95.2	kcal per mole
DFT total energy	-11916.3052	eV
lowest unoccupied orbital energy	0.0270	hartree
structure (SMILES)	CC1=NO[C@H](C=C=O)C1
HOMO level	-8.94	eV


3.
Entry from OMol25: a 2-piece molecular cluster, C10H16 overall in a non-equilibrium geometry (wB97M-V/def2-TZVPD).

The geometry in XYZ format:
```
26
Properties=species:S:1:pos:R:3:lowdin_charge:R:1
H 0.36178 -0.74912 -0.72124 0.088
H 0.31903 2.97079 1.40054 0.101
H -3.15930 -2.38348 -1.74517 0.051
C 2.13572 0.48121 -0.86381 -0.058
H -3.31247 -0.70971 -0.14504 0.100
H 2.78349 -0.25696 -1.31610 0.106
H -1.97132 -2.37534 1.99750 0.071
C -2.88830 -1.88135 1.64149 -0.125
H 2.55282 3.48669 0.62420 0.112
H -3.64683 -2.61409 1.87804 0.061
C 4.07829 2.09534 -1.13089 -0.053
H 3.98322 3.03840 -1.66696 0.079
H 4.58459 1.32774 -1.71043 0.072
C -2.66298 -1.52918 0.16438 -0.305
H -3.99381 -3.13411 -0.40096 0.069
H 4.71238 2.27361 -0.25649 0.080
C 0.80358 2.23683 0.76461 -0.093
H -2.27044 -3.48029 -0.78508 0.072
C 0.87505 0.14507 -0.39402 -0.081
H -2.91962 -0.98074 2.25736 0.065
C 0.25776 0.99261 0.53272 -0.095
H -1.60888 -1.28701 0.07619 0.059
C 2.06338 2.58519 0.27451 -0.057
C -3.04718 -2.71467 -0.73683 -0.120
C 2.70756 1.72507 -0.60719 -0.286
H -0.73749 0.73750 0.86867 0.087
```

Computed properties:
HOMO-LUMO gap	10.0	eV
ΔE to the lowest compared entry with this formula, charge and spin	15.4	kcal per mole
DFT total energy	-10629.0773	eV
lowest unoccupied orbital energy	0.0367	hartree
structure (SMILES)	Cc1ccccc1.CCC
HOMO level	-9.05	eV


4.
Entry from OMol25: a 2-piece molecular cluster, C2H7N3O2 overall in a non-equilibrium geometry (wB97M-V/def2-TZVPD).

The geometry in XYZ format:
```
14
Properties=species:S:1:pos:R:3:lowdin_charge:R:1
H 0.72792 -0.88015 0.92228 0.075
N 0.19061 -0.78432 1.85840 0.124
O -0.53438 0.64056 -1.53951 -0.105
H 2.54020 0.58906 -2.20674 0.099
O 1.16471 -0.41507 -0.46256 -0.063
C 0.71250 0.21878 -1.45214 -0.688
H 1.28366 1.22825 -3.14051 0.071
H 0.60485 -0.82942 2.78343 0.109
H -1.24670 0.02739 -0.34835 0.083
N 1.56585 0.54483 -2.49565 0.142
N -1.71128 -0.11626 0.67550 0.106
H -1.50947 0.06543 2.76670 0.142
C -1.02753 -0.25549 1.81277 -0.229
H -2.76093 -0.03357 0.82639 0.135
```

Computed properties:
HOMO-LUMO gap	9.7	eV
ΔE to the lowest compared entry with this formula, charge and spin	10.9	kcal per mole
DFT total energy	-10753.6052	eV
lowest unoccupied orbital energy	0.0187	hartree
HOMO level	-9.18	eV